C5H24N2O7 | ωB97M-V with the def2-TZVPD basis set

Geometry as ORCA input:
```
! wB97M-V def2-TZVPD RIJCOSX def2/J DEFGRID3
* xyz 0 1
C -1.452 1.397 1.328
C -2.339 1.997 0.168
C -2.457 1.149 -1.215
C -1.141 0.932 -1.945
O -0.563 -0.173 -2.127
N -0.360 2.021 -2.336
C 1.044 1.713 -2.705
N 1.962 1.268 -1.593
H -0.963 0.570 1.026
H -0.699 2.045 1.728
H -2.091 0.969 2.172
H -2.127 3.132 0.109
H -3.416 2.092 0.424
H -2.964 1.796 -1.937
H -3.102 0.316 -0.802
H -0.565 2.889 -2.139
H 0.948 0.927 -3.488
H 1.373 2.645 -3.115
H 2.366 1.767 -0.866
H 1.747 0.405 -1.208
O 0.621 0.221 2.758
H 1.261 0.612 3.139
H 0.382 -0.769 2.891
O 2.780 1.893 1.714
H 1.869 2.074 1.930
H 2.992 1.161 2.121
O 2.651 -2.354 -0.900
H 1.957 -1.913 -0.700
H 3.127 -2.790 -0.249
O 1.243 -2.721 2.529
H 1.847 -3.450 2.345
H 0.406 -3.164 2.276
O -0.670 -4.351 1.273
H -1.491 -4.242 1.228
H -0.368 -3.965 0.298
O -1.214 -2.363 -1.120
H -0.859 -1.519 -0.934
H -1.735 -2.218 -2.080
*
```

Summary:
- SMILES = CCCC(=O)NCN.O.O.O.O.O.O
- HOMO-LUMO gap (eV) = 9.484

=====

C5H24NO7 | ωB97M-V with the def2-TZVPD basis set

Geometry as ORCA input:
```
! wB97M-V def2-TZVPD RIJCOSX def2/J DEFGRID3
* xyz -1 1
C -1.771 0.929 1.416
C -0.488 0.528 0.623
C -1.089 -0.037 -0.745
C -0.092 -0.652 -1.734
C -0.466 -1.766 -2.582
O 0.670 -2.707 -2.860
N 0.194 -0.479 1.432
H -1.765 1.926 1.654
H -2.664 0.650 0.873
H -2.009 0.405 2.447
H 1.424 -2.332 -2.451
H -1.749 -0.866 -0.551
H -1.614 0.731 -1.331
H 0.920 -0.799 -1.235
H 0.383 0.060 -2.421
H -1.161 -2.513 -2.136
H -1.067 -1.275 -3.452
H 0.587 -1.226 0.663
H 1.120 -0.265 1.941
H 0.506 3.424 1.747
H 1.663 2.475 1.348
O 1.440 3.507 1.292
H -1.056 -1.434 2.292
H -1.330 -2.830 2.199
O -1.790 -2.024 2.330
H 2.952 -0.501 1.013
H 3.164 -0.992 -0.357
O 3.128 -1.358 0.525
H -3.924 0.157 -0.347
H -3.486 0.906 -1.707
O -3.565 0.892 -0.789
H 3.187 1.033 1.910
H 0.147 1.569 0.403
O 2.305 0.998 1.447
H 1.760 1.168 -1.276
H 2.828 1.314 -0.313
O 2.710 1.384 -1.267
*
```

Summary:
- HOMO-LUMO gap (eV) = 8.047

=====

C5H24NO9 | ωB97M-V with the def2-TZVPD basis set

Geometry as ORCA input:
```
! wB97M-V def2-TZVPD RIJCOSX def2/J DEFGRID3
* xyz -1 1
C -0.318 -0.928 1.232
C 0.094 -0.411 -0.178
C -0.361 1.035 -0.351
C 0.672 1.928 -0.967
O 1.214 1.635 -2.012
N -0.358 -1.338 -1.231
C -1.721 -1.846 -1.166
O -2.674 -0.871 -1.503
H -1.361 -0.655 1.495
H -0.190 -1.972 1.348
H 0.277 -0.467 1.993
H 1.180 -0.414 -0.271
H -0.705 1.503 0.650
H -1.314 1.048 -0.936
H 0.900 2.905 -0.490
H -0.133 -0.897 -2.130
H -1.968 -2.253 -0.141
H -1.901 -2.619 -1.981
H -3.987 0.554 0.896
H -2.837 -0.175 -0.678
O -3.186 0.831 0.494
H -2.550 1.202 1.308
H -2.157 2.678 2.502
O -1.947 1.703 2.446
H -0.571 1.570 2.679
H 0.642 2.286 3.510
O 0.491 1.570 2.852
H 2.671 0.640 0.899
H 1.627 1.482 1.585
O 2.273 1.530 0.842
H 2.860 -1.481 0.134
H 2.310 -1.284 1.488
O 3.069 -1.056 0.965
H 1.468 0.255 -2.994
H 0.859 -0.393 -4.265
O 1.516 -0.541 -3.538
H 2.422 -1.841 -2.068
H 1.336 -2.519 -1.148
O 2.358 -2.396 -1.267
*
```

Summary:
- HOMO-LUMO gap (eV) = 8.982

=====

Asked for LUMO energy across the records above, the calculation gives 0.434; 2.724; 3.214 eV in order.